The following is a quantum chemistry calculation of a cluster of 11 separate species, C39H102N2O13 in total in a non-equilibrium geometry, from OMol25.

Geometry (Å):
C  2.472599  -9.443045  14.121448
O  1.831060  -8.654482  13.142944
C  2.502705  -8.723359  11.896424
C  2.138979  -7.514444  11.083091
N  0.783568  -7.668612  10.542727
C  0.341855  -6.635155  9.648287
C  0.239433  -5.198658  10.162618
O  0.018535  -4.381084  9.032176
C  -0.461461  -3.098474  9.329073
H  3.513486  -9.121405  14.231476
H  2.387080  -10.492365  13.824321
H  1.986928  -9.360537  15.093686
H  2.306690  -9.661940  11.363194
H  3.588857  -8.734527  12.088326
H  2.796165  -7.445237  10.207512
H  2.257126  -6.590787  11.658511
H  0.159313  -7.961934  11.281579
H  -0.535210  -6.902430  9.054875
H  1.116066  -6.604887  8.862691
H  1.168773  -4.943752  10.684726
H  -0.607696  -5.091167  10.853899
H  0.314750  -2.404262  9.673667
H  -1.236850  -3.107586  10.108034
H  -0.918359  -2.709471  8.419846
C  0.510478  -15.885812  19.417700
O  -0.057636  -16.071695  20.672946
C  -1.433055  -16.434876  20.585950
C  -1.991278  -16.436351  21.997484
N  -1.471894  -17.590589  22.735689
C  -2.236667  -17.976117  23.888039
C  -1.964973  -17.161789  25.148222
O  -3.063907  -17.368833  26.026342
C  -3.132615  -16.471183  27.097303
H  0.433734  -16.795814  18.799589
H  1.553385  -15.587387  19.515016
H  0.013407  -15.118498  18.799306
H  -1.523444  -17.385817  20.055545
H  -1.958800  -15.632027  20.041191
H  -3.071289  -16.536564  21.923119
H  -1.628046  -15.511099  22.456851
H  -0.476719  -17.494756  22.871160
H  -2.072631  -19.028507  24.142979
H  -3.306822  -17.922051  23.685920
H  -1.889908  -16.089640  24.923675
H  -1.043952  -17.504620  25.635431
H  -2.222742  -16.439616  27.710625
H  -3.939908  -16.820373  27.741748
H  -3.363560  -15.450344  26.767529
C  4.710988  -9.446938  20.245806
C  5.137316  -8.971624  18.862510
C  5.268507  -10.047163  17.814303
O  4.237766  -7.951190  18.412348
H  3.737840  -9.939581  20.159247
H  4.610527  -8.592648  20.913100
H  5.425907  -10.137868  20.692095
H  6.072950  -8.424457  19.008986
H  6.144391  -10.683232  17.955070
H  5.372514  -9.563824  16.839859
H  4.385933  -10.692546  17.746604
H  3.461070  -8.374532  18.031692
C  0.867585  -12.272805  21.943129
C  0.955787  -11.397431  20.737368
C  1.210821  -12.207048  19.463990
O  -0.246557  -10.634369  20.626167
H  0.743866  -11.672907  22.852627
H  1.743366  -12.881987  22.180344
H  0.027092  -12.969836  21.891705
H  1.785605  -10.687897  20.853897
H  1.002159  -11.595658  18.587825
H  0.458307  -12.999626  19.400175
H  2.193495  -12.672418  19.522538
H  -0.151934  -10.061228  19.859537
C  3.385323  -14.189869  16.456697
C  2.393974  -13.708095  15.405969
C  1.301066  -12.943097  16.106696
O  3.053117  -12.759338  14.553351
H  4.389507  -14.430605  16.103355
H  3.028634  -15.085640  16.975688
H  3.479670  -13.408571  17.216528
H  1.919210  -14.505725  14.828977
H  0.558881  -12.488166  15.443416
H  1.659453  -12.089259  16.681348
H  0.791783  -13.632641  16.786748
H  3.898301  -13.137232  14.259707
C  7.153016  -14.044741  20.733077
C  6.426914  -12.711884  20.820005
C  5.030049  -12.812274  20.217187
O  6.420208  -12.305150  22.202132
H  6.595504  -14.767276  21.335912
H  8.168114  -13.983935  21.116549
H  7.121486  -14.430234  19.711272
H  7.019578  -11.940508  20.321198
H  4.209461  -12.414212  20.809772
H  4.766471  -13.863708  20.031971
H  5.049320  -12.446909  19.189521
H  5.518264  -12.287717  22.530039
C  5.753418  -12.557470  11.180810
C  5.720781  -13.843514  12.006276
C  6.972958  -14.686763  11.887728
O  5.474944  -13.552806  13.405934
H  4.841733  -11.968534  11.192703
H  5.886474  -12.882999  10.144094
H  6.662604  -12.015977  11.465617
H  4.881867  -14.432786  11.624905
H  7.194833  -14.948681  10.852427
H  6.793739  -15.623922  12.419545
H  7.847059  -14.219486  12.344854
H  5.713826  -12.621750  13.481250
C  -1.741302  -16.946063  16.234036
C  -0.380427  -16.500034  15.688723
C  0.360904  -17.567566  14.948665
O  -0.543587  -15.393117  14.779091
H  -2.402510  -16.082228  16.245729
H  -1.606082  -17.338463  17.245771
H  -2.147435  -17.767663  15.644131
H  0.212115  -16.116992  16.533889
H  -0.163511  -17.960600  14.073350
H  0.447304  -18.498327  15.532326
H  1.406604  -17.376496  14.704620
H  -0.996058  -14.691357  15.263590
C  2.883778  -18.882885  18.855741
C  3.033491  -18.276530  17.465809
C  4.351131  -17.525385  17.297598
O  2.915377  -19.318768  16.489749
H  3.521069  -19.757638  19.006138
H  1.872317  -19.299917  18.942252
H  2.978799  -18.155550  19.661093
H  2.197811  -17.606559  17.255662
H  4.494992  -16.710353  18.006532
H  4.313912  -17.094088  16.296140
H  5.172241  -18.235805  17.408903
H  3.605686  -19.961106  16.674374
C  1.462722  -14.014135  9.790637
C  1.533654  -13.966854  11.303264
C  1.933226  -15.319459  11.874395
O  2.496882  -12.951487  11.619934
H  0.708643  -14.729124  9.462096
H  2.416981  -14.380178  9.394569
H  1.308655  -13.014248  9.390991
H  0.558683  -13.574544  11.613440
H  2.628007  -15.803207  11.188251
H  1.054788  -15.960773  11.983219
H  2.362289  -15.221849  12.870769
H  2.371418  -12.640953  12.526294
C  -2.144935  -12.663915  17.499836
C  -3.258317  -12.583135  16.467919
C  -3.472685  -11.191196  15.903281
O  -3.005272  -13.528841  15.417445
H  -2.287600  -13.529320  18.148852
H  -2.144453  -11.762380  18.109324
H  -1.188525  -12.788220  16.992547
H  -4.199091  -12.868023  16.961109
H  -2.570228  -10.830942  15.392313
H  -3.684806  -10.462441  16.685241
H  -4.238208  -11.181771  15.125272
H  -3.809816  -13.579652  14.893174

Forces on the atoms, in the same order (eV/Å):
-0.233 -0.435 -0.311
-0.243 0.268 0.152
0.826 0.052 0.471
-0.697 -0.073 -1.015
0.140 -0.392 0.546
0.876 0.214 -0.981
-0.353 -0.421 0.019
0.074 -0.095 0.083
-0.296 0.331 0.113
0.097 -0.231 -0.001
0.463 -0.069 0.178
-0.243 0.334 -0.145
-0.353 0.071 0.011
-0.066 0.210 -0.041
0.142 -0.025 0.161
0.185 -0.125 0.251
-0.287 0.343 -0.105
-0.320 -0.119 0.551
-0.037 0.162 0.106
-0.075 0.248 0.018
0.108 -0.017 0.115
0.144 -0.135 -0.097
0.021 -0.188 -0.061
0.121 0.084 -0.010
0.012 -0.188 -1.050
-0.149 0.049 0.258
0.165 1.016 0.170
1.123 -1.031 -0.227
-0.497 -0.026 -0.830
0.182 -0.316 0.774
-0.582 0.114 0.319
0.191 -0.207 -0.219
-0.159 0.073 0.406
0.235 -0.076 0.211
0.033 -0.125 0.169
-0.156 0.120 0.379
-0.206 -0.102 0.131
0.024 -0.246 -0.217
-0.102 0.315 0.271
-0.667 0.340 -0.031
0.011 -0.121 0.256
0.168 0.012 -0.161
0.015 0.233 -0.237
0.129 -0.026 -0.100
0.112 0.190 -0.038
0.103 -0.083 -0.186
-0.020 0.093 -0.033
0.059 -0.028 -0.068
-0.186 -0.127 -0.233
-0.058 0.616 0.633
0.173 -0.089 -0.501
-0.052 -0.038 -0.063
0.034 -0.060 0.146
-0.040 0.046 -0.038
0.025 -0.052 -0.071
0.134 -0.184 -0.333
-0.039 0.000 0.146
0.094 -0.033 0.015
-0.045 0.066 0.194
-0.024 -0.012 0.033
-0.322 -0.214 1.443
0.579 0.188 -0.824
-1.023 -0.067 0.652
-0.097 -0.274 0.161
-0.236 0.071 -0.200
0.213 0.089 -0.617
-0.054 0.115 -0.173
0.041 -0.064 0.137
0.665 0.107 -0.098
0.094 -0.086 0.129
0.114 0.156 -0.482
-0.043 0.041 0.022
-0.097 -0.416 0.536
0.506 1.016 0.155
-0.780 0.177 0.090
-0.248 -0.137 -0.072
-0.120 0.061 -0.377
-0.152 0.065 -0.065
0.139 0.016 -0.039
0.267 -0.139 -0.033
0.032 -0.450 -0.303
0.480 -0.228 0.071
-0.078 0.142 0.040
-0.086 -0.188 -0.245
-0.484 -0.191 -0.034
0.175 0.025 0.719
0.066 -1.171 -0.848
-0.083 0.002 -0.123
0.091 0.028 0.090
0.071 0.027 -0.127
0.311 0.117 -0.050
-0.116 -0.009 -0.205
0.163 0.503 -0.066
0.085 -0.054 0.453
-0.292 0.588 0.224
-0.038 -0.036 -0.022
0.800 -0.907 -0.277
-0.601 0.170 -0.346
-0.023 -0.335 0.218
0.136 0.231 -0.430
-0.037 0.013 0.425
0.084 0.210 -0.009
-0.241 0.392 -0.085
-0.116 0.014 0.371
-0.015 0.142 -0.037
0.102 0.012 0.022
-0.040 0.163 -0.097
0.076 -0.018 0.323
0.665 -0.304 0.095
-0.244 0.908 -0.249
0.440 -1.862 0.244
0.126 -0.253 0.119
-0.231 -0.135 0.086
-0.144 0.093 0.048
-0.221 0.213 -0.184
0.149 -0.241 -0.025
-0.098 0.685 -0.219
-0.118 0.359 0.411
-0.157 0.563 -0.195
-0.207 0.045 -0.228
-1.127 -0.280 -0.060
0.386 -0.338 0.525
-0.489 -0.155 -0.417
-0.082 0.407 -0.028
0.435 0.324 0.019
0.032 0.134 -0.013
0.303 -0.008 -0.005
-0.030 0.019 0.040
-0.145 -0.071 0.147
0.495 -0.057 -0.028
0.139 0.115 -0.147
0.092 -0.115 -0.026
0.605 -0.313 -0.114
0.077 0.799 -0.366
-0.688 0.079 0.183
0.174 0.052 -0.213
-0.200 0.200 -0.056
0.008 0.093 0.029
-0.286 -0.061 -0.087
-0.045 -0.530 0.519
0.193 -0.039 0.167
0.035 -0.028 -0.089
0.149 0.021 -0.082
0.054 -0.312 0.171
-0.176 -0.261 -0.368
-0.681 0.033 0.189
0.828 0.281 -0.516
0.191 0.141 0.405
0.026 0.014 0.027
0.143 -0.025 0.086
0.047 0.243 0.051
0.082 -0.065 0.017
0.065 -0.167 0.143
-0.295 -0.088 0.004
-0.264 -0.002 0.267
0.090 -0.116 -0.160

Summary:
orbital gap = 8.765 eV
ΔE to the lowest compared entry with this formula, charge and spin = 0.0 kcal per mole
electronic energy = -2634.60740 Ha
F_max = 1.9 eV/Å

Atom charges from the Mulliken analysis, given in e for atoms 1 to 4: atom 1 (C): -0.3050, atom 2 (O): -0.4162, atom 3 (C): -0.4386, atom 4 (C): -0.6719